A structure of composition C4H5NO, computed with ωB97M-V with the def2-TZVPD basis set.

```
11
Properties=species:S:1:pos:R:3
O 1.66238 0.74227 -0.55305
C 0.56134 0.28463 0.11834
C 0.24107 -1.20119 0.29103
C -1.01546 -0.98318 -0.12267
C -0.86473 0.51294 -0.16633
N -0.14389 1.05721 1.09549
H 1.96537 -0.01436 -1.07473
H 0.73122 -2.01287 0.81772
H -1.82105 -1.63331 -0.44312
H -1.38958 1.21934 -0.79223
H 0.07333 2.02852 0.82957
```

Properties
LUMO = 0.810 eV

In the natural (NBO) picture, each atom carries the following charge in e: number 1, O, carries -0.67; number 2, C, carries 0.37; number 3, C, carries -0.27; number 4, C, carries -0.14; number 5, C, carries -0.20; number 6, N, carries -0.56; number 7, H, carries 0.49; number 8, H, carries 0.22; number 9, H, carries 0.21; number 10, H, carries 0.21; number 11, H, carries 0.35


A structure of composition C17H24AlBF2IN2O3 at a distorted geometry, computed with ωB97M-V with the def2-TZVPD basis set.

```
51
Properties=species:S:1:pos:R:3
C 0.47198 -4.26452 -1.63564
C -0.75169 -3.41027 -1.91326
O -1.26190 -2.78832 -0.76860
Al -0.51505 -1.22268 -0.26062
C -1.86300 0.28287 -0.50058
N -1.43902 1.54677 0.20953
C 1.16932 -0.76288 -1.35953
C 2.13681 -0.02219 -0.59793
O 2.02148 1.02923 -0.03148
I 4.16101 -0.98119 -0.40581
B -0.06329 -1.36958 1.84481
N 0.73057 -2.41884 2.44650
O -0.60451 -0.43021 2.74911
H 1.08072 -4.32354 -2.53142
H 1.09537 -3.79730 -0.88719
H 0.21720 -5.25940 -1.30671
H -0.55078 -2.67932 -2.70089
H -1.52576 -4.06994 -2.30586
H -2.81092 -0.02225 -0.07031
H -2.01780 0.51307 -1.55127
H -0.46811 1.45909 0.47618
H -1.46280 2.32417 -0.43271
H 0.89456 -0.24938 -2.26220
H 1.63762 -1.68430 -1.67632
H 1.57288 -2.64570 1.94085
H 0.96715 -2.17603 3.40505
H 0.10542 0.04971 3.17677
F 0.99996 -0.08129 -4.53917
C 1.74484 0.86314 -5.13852
C 2.41165 1.77443 -4.34803
C 3.19559 2.74175 -4.95642
C 3.28994 2.79192 -6.34068
C 2.60382 1.86714 -7.11658
C 1.82619 0.88827 -6.51585
H 2.31614 1.71610 -3.27132
H 3.73272 3.45601 -4.34823
H 3.89913 3.54998 -6.81423
H 2.67492 1.90597 -8.19506
H 1.29100 0.15228 -7.10034
F -4.10117 2.75683 8.13229
C -3.41726 2.03011 7.21222
C -3.39008 2.46382 5.90305
C -2.68697 1.71858 4.96619
C -2.03086 0.55594 5.34564
C -2.07677 0.14012 6.66963
C -2.77184 0.88110 7.61684
H -3.91350 3.36956 5.62630
H -2.64897 2.04082 3.93350
H -1.49048 -0.01849 4.60552
H -1.57021 -0.76799 6.96815
H -2.81525 0.57685 8.65459
```

Properties
Total charge = -1
LUMO = 2.438 eV

In the natural (NBO) picture, each atom carries the following charge in e: number 1, C, carries -0.63; number 2, C, carries -0.05; number 3, O, carries -0.94; number 4, Al, carries 1.46; number 5, C, carries -0.78; number 6, N, carries -0.86; number 7, C, carries -1.07; number 8, C, carries 0.57; number 9, O, carries -0.56; number 10, I, carries -0.19; number 11, B, carries 0.49; number 12, N, carries -1.10; number 13, O, carries -0.96; number 14, H, carries 0.19; number 15, H, carries 0.21; number 16, H, carries 0.20; number 17, H, carries 0.13; number 18, H, carries 0.15; number 19, H, carries 0.18; number 20, H, carries 0.17; number 21, H, carries 0.35; number 22, H, carries 0.33; number 23, H, carries 0.27; number 24, H, carries 0.24; number 25, H, carries 0.38; number 26, H, carries 0.35; number 27, H, carries 0.48; number 28, F, carries -0.32; number 29, C, carries 0.40; number 30, C, carries -0.28; number 31, C, carries -0.19; number 32, C, carries -0.24; number 33, C, carries -0.20; number 34, C, carries -0.29; number 35, H, carries 0.24; number 36, H, carries 0.22; number 37, H, carries 0.21; number 38, H, carries 0.21; number 39, H, carries 0.23; number 40, F, carries -0.34; number 41, C, carries 0.39; number 42, C, carries -0.29; number 43, C, carries -0.18; number 44, C, carries -0.23; number 45, C, carries -0.19; number 46, C, carries -0.30; number 47, H, carries 0.22; number 48, H, carries 0.24; number 49, H, carries 0.26; number 50, H, carries 0.21; number 51, H, carries 0.22


A structure of composition C34H29AuNO4Sb2 at a distorted geometry, computed with ωB97M-V with the def2-TZVPD basis set.

```
71
Properties=species:S:1:pos:R:3
Au -0.51932 0.96786 -0.61153
O 2.16678 -2.25772 1.62030
C 1.60510 -1.18524 1.11846
O 0.90195 -1.37878 0.11232
C 1.71168 0.12810 1.76715
C 2.51719 0.31385 2.86922
C 2.49329 1.56315 3.49085
C 1.66379 2.53611 2.98580
C 0.87239 2.26278 1.85888
N 0.90091 1.08448 1.26609
C -0.06320 3.36851 1.30397
O -0.02654 4.41463 1.93329
O -0.74869 3.06056 0.28695
H 3.13799 -0.49228 3.23285
H 3.11191 1.75371 4.35709
H 1.58337 3.52492 3.41428
C 1.41428 -3.67948 -1.57322
C 0.22594 -3.42317 -2.51909
C 0.04496 -1.91436 -2.80925
Sb -1.60785 -0.63147 -2.24865
C -2.89948 -0.69798 -3.91751
C -4.10263 -0.00271 -3.84497
C -5.05056 -0.16179 -4.84406
C -4.80050 -1.01376 -5.91177
C -3.59840 -1.70021 -5.98741
C -2.64362 -1.54156 -4.99077
C -2.93033 -1.77233 -1.04552
C -3.59686 -1.11258 -0.01584
C -4.62726 -1.74261 0.66936
C -4.97851 -3.04549 0.35033
C -4.32236 -3.70918 -0.67846
C -3.32054 -3.06472 -1.39040
Sb 1.12276 -3.64399 0.53645
C -0.62100 -3.60383 1.68504
C -1.34754 -2.43159 1.86047
C -2.29017 -2.37236 2.87576
C -2.51512 -3.47041 3.69248
C -1.80003 -4.64400 3.49895
C -0.83677 -4.71112 2.50537
C 2.13907 -5.35939 1.17747
C 3.22151 -5.34437 2.04801
C 3.82999 -6.54318 2.39330
C 3.35908 -7.73984 1.87199
C 2.27913 -7.75138 0.99928
C 1.66806 -6.55802 0.64387
H 2.16884 -2.91035 -1.74682
H 1.89327 -4.65018 -1.71121
H -0.67874 -3.92872 -2.18110
H 0.51043 -3.90270 -3.45801
H 0.17921 -1.71713 -3.87438
H 0.84675 -1.37157 -2.31146
H -4.30990 0.66167 -3.01355
H -5.98397 0.38256 -4.78987
H -5.54389 -1.13927 -6.68763
H -3.39922 -2.35740 -6.82365
H -1.70528 -2.07801 -5.06691
H -3.32503 -0.09378 0.24395
H -5.15603 -1.21425 1.45273
H -5.77801 -3.53855 0.88787
H -4.61378 -4.71671 -0.94651
H -2.87195 -3.56592 -2.24128
H -1.19345 -1.57042 1.22599
H -2.85361 -1.46064 3.02091
H -3.24947 -3.41121 4.48484
H -1.97290 -5.50148 4.13510
H -0.26072 -5.61923 2.38503
H 3.58813 -4.41280 2.45979
H 4.67317 -6.54118 3.07076
H 3.83709 -8.67087 2.14543
H 1.91498 -8.68571 0.59387
H 0.82126 -6.57981 -0.03679
```

Properties
Total charge = +1
LUMO = -3.357 eV

In the Mulliken picture, each atom carries the following charge in e: number 1, Au, carries 0.36; number 2, O, carries -0.81; number 3, C, carries 0.75; number 4, O, carries -0.50; number 5, C, carries 0.03; number 6, C, carries -0.49; number 7, C, carries -0.51; number 8, C, carries -0.50; number 9, C, carries 0.52; number 10, N, carries -0.22; number 11, C, carries 0.36; number 12, O, carries -0.68; number 13, O, carries -0.67; number 14, H, carries 0.48; number 15, H, carries 0.45; number 16, H, carries 0.54; number 17, C, carries -1.60; number 18, C, carries 0.10; number 19, C, carries -1.45; number 20, Sb, carries 1.25; number 21, C, carries 0.30; number 22, C, carries -0.59; number 23, C, carries -0.62; number 24, C, carries -0.47; number 25, C, carries -0.66; number 26, C, carries -0.11; number 27, C, carries 0.61; number 28, C, carries -0.76; number 29, C, carries -0.57; number 30, C, carries -0.47; number 31, C, carries -0.83; number 32, C, carries -0.57; number 33, Sb, carries 1.73; number 34, C, carries 0.78; number 35, C, carries -0.18; number 36, C, carries -0.99; number 37, C, carries -0.70; number 38, C, carries -0.76; number 39, C, carries -0.55; number 40, C, carries 0.13; number 41, C, carries -0.53; number 42, C, carries -0.55; number 43, C, carries -0.53; number 44, C, carries -0.76; number 45, C, carries -0.21; number 46, H, carries 0.57; number 47, H, carries 0.73; number 48, H, carries 0.10; number 49, H, carries 0.50; number 50, H, carries 0.72; number 51, H, carries 0.36; number 52, H, carries 0.38; number 53, H, carries 0.40; number 54, H, carries 0.39; number 55, H, carries 0.40; number 56, H, carries 0.29; number 57, H, carries 0.37; number 58, H, carries 0.44; number 59, H, carries 0.44; number 60, H, carries 0.46; number 61, H, carries 0.43; number 62, H, carries 0.46; number 63, H, carries 0.54; number 64, H, carries 0.42; number 65, H, carries 0.44; number 66, H, carries 0.44; number 67, H, carries 0.48; number 68, H, carries 0.42; number 69, H, carries 0.40; number 70, H, carries 0.42; number 71, H, carries 0.42


The ion C37H38NOSi with charge +1 at a distorted geometry, computed with ωB97M-V with the def2-TZVPD basis set.

```
78
Properties=species:S:1:pos:R:3
C -7.76618 -0.74229 -0.74815
O -6.81926 -1.38986 0.14242
C -5.52279 -0.99296 0.16811
C -4.65967 -1.58322 1.12961
C -3.33480 -1.17316 1.25469
C -2.82839 -0.12357 0.46291
C -1.37318 0.41350 0.44032
C -1.30746 1.80556 -0.20880
C -0.13331 2.12296 -0.89403
C -0.09353 3.23113 -1.73048
C -1.20445 4.07132 -1.82242
C -1.20271 5.15736 -2.85179
C -2.26050 3.90916 -0.91974
C -2.30942 2.79003 -0.08588
N -0.54843 0.48434 1.61934
C -1.14140 0.30681 3.02307
C -0.73433 -1.08443 3.49477
C 0.39753 -1.58513 2.57989
C 0.82116 -0.40829 1.69119
Si 2.14508 -0.77458 0.38119
C 1.47513 -1.79429 -1.01236
C 2.04470 -3.03547 -1.33946
C 1.32815 -3.95426 -2.11587
C 0.05493 -3.62504 -2.59661
C -0.43346 -2.32520 -2.41492
C 0.34823 -1.38055 -1.74354
C 3.64844 -1.69218 1.04703
C 4.95198 -1.21516 0.82840
C 6.07999 -1.97615 1.16556
C 5.92282 -3.24163 1.74147
C 4.63408 -3.71939 2.00210
C 3.51353 -2.95022 1.66090
C 2.87967 0.83066 -0.24325
C 2.98647 1.11794 -1.61412
C 3.40097 2.38531 -2.04341
C 3.80462 3.34353 -1.10707
C 3.79725 3.03337 0.25497
C 3.34762 1.77965 0.68294
C -3.64132 0.27322 -0.61393
C -4.97701 -0.06445 -0.74117
H -8.72131 -1.17365 -0.44783
H -7.78110 0.35007 -0.61671
H -7.55429 -0.98140 -1.80078
H -5.06030 -2.37321 1.76790
H -2.70924 -1.67968 1.98220
H -0.84406 -0.28666 -0.21749
H 0.73422 1.46781 -0.81308
H 0.78171 3.42580 -2.35109
H -2.22371 5.42576 -3.14187
H -0.71451 6.06780 -2.48115
H -0.65530 4.84365 -3.74871
H -3.07594 4.64239 -0.91559
H -3.15527 2.64541 0.58614
H -0.16768 1.44043 1.63540
H -2.21408 0.52726 3.00769
H -0.62864 1.05721 3.63243
H -1.58915 -1.77289 3.50976
H -0.36530 -1.01205 4.52833
H 0.07947 -2.46928 2.00543
H 1.27391 -1.90859 3.15617
H 1.42320 0.27223 2.32020
H 3.04278 -3.28573 -0.98315
H 1.76795 -4.92609 -2.33936
H -0.53393 -4.36542 -3.14226
H -1.40767 -2.03055 -2.81241
H 0.07403 -0.31717 -1.80264
H 5.10570 -0.23801 0.37022
H 7.08169 -1.58538 0.97318
H 6.79696 -3.85103 1.98333
H 4.49810 -4.69989 2.46528
H 2.51984 -3.35529 1.85553
H 2.71690 0.36179 -2.35635
H 3.40144 2.62251 -3.11061
H 4.11845 4.33387 -1.44122
H 4.13793 3.76524 0.99293
H 3.37152 1.53406 1.74687
H -3.23624 0.93228 -1.38352
H -5.57881 0.37204 -1.53705
```

Properties
Total charge = +1
LUMO = -2.142 eV

In the Mulliken picture, each atom carries the following charge in e: number 1, C, carries -0.81; number 2, O, carries -0.46; number 3, C, carries 0.56; number 4, C, carries -0.98; number 5, C, carries -0.05; number 6, C, carries 0.23; number 7, C, carries 1.71; number 8, C, carries -0.81; number 9, C, carries 1.03; number 10, C, carries -1.00; number 11, C, carries 0.75; number 12, C, carries -1.57; number 13, C, carries -0.96; number 14, C, carries -0.23; number 15, N, carries 0.01; number 16, C, carries -0.63; number 17, C, carries -0.93; number 18, C, carries -0.76; number 19, C, carries 0.12; number 20, Si, carries 1.47; number 21, C, carries 0.54; number 22, C, carries -0.89; number 23, C, carries -0.60; number 24, C, carries -0.75; number 25, C, carries -0.49; number 26, C, carries 0.77; number 27, C, carries 0.27; number 28, C, carries -0.35; number 29, C, carries -0.79; number 30, C, carries -0.53; number 31, C, carries -0.85; number 32, C, carries -0.28; number 33, C, carries 0.12; number 34, C, carries -0.21; number 35, C, carries -0.74; number 36, C, carries -0.47; number 37, C, carries -0.83; number 38, C, carries -0.23; number 39, C, carries -0.90; number 40, C, carries -0.64; number 41, H, carries 0.25; number 42, H, carries 0.34; number 43, H, carries 0.33; number 44, H, carries 0.46; number 45, H, carries 0.22; number 46, H, carries -1.69; number 47, H, carries -0.77; number 48, H, carries 0.45; number 49, H, carries 0.42; number 50, H, carries 0.29; number 51, H, carries 0.39; number 52, H, carries 0.43; number 53, H, carries 0.53; number 54, H, carries 0.68; number 55, H, carries 0.49; number 56, H, carries 0.49; number 57, H, carries 0.34; number 58, H, carries 0.38; number 59, H, carries 0.41; number 60, H, carries 0.58; number 61, H, carries 0.40; number 62, H, carries 0.44; number 63, H, carries 0.43; number 64, H, carries 0.40; number 65, H, carries 0.45; number 66, H, carries 0.02; number 67, H, carries 0.28; number 68, H, carries 0.41; number 69, H, carries 0.38; number 70, H, carries 0.42; number 71, H, carries 0.39; number 72, H, carries 0.34; number 73, H, carries 0.43; number 74, H, carries 0.39; number 75, H, carries 0.42; number 76, H, carries 0.44; number 77, H, carries 0.68; number 78, H, carries 0.42